1.
The following is a DFT calculation (ωB97M-V/def2-TZVPD) of C5H10BN in the gas phase in a non-equilibrium geometry.

Geometry as XYZ:
```
17
Properties=species:S:1:pos:R:3:forces:R:3:lowdin_charge:R:1
N -3.33514 0.58044 -0.16748 1.8 -1.0 0.4 0.169
C 0.39114 1.82764 0.42702 -4.2 -0.5 1.0 -0.125
C 1.68166 0.02341 -0.21379 1.6 1.0 -4.0 -0.168
C 0.34235 0.64506 -0.61599 -1.1 -2.0 3.3 -0.284
C -0.86402 -2.04139 0.26410 3.8 -0.6 -4.4 -0.029
C -2.29697 0.06811 0.00010 -3.4 2.0 -0.3 -0.120
B -0.93717 -0.51571 -0.00568 3.4 0.9 -2.1 -0.251
H 0.30608 0.83054 -1.74405 -0.3 0.2 1.8 0.141
H -1.13336 -2.55926 -0.74986 -0.4 1.2 1.4 0.131
H 1.71811 -0.93310 -0.67427 0.7 -1.1 -0.4 0.045
H -1.51381 -2.30636 0.96982 -2.7 -1.5 2.7 0.004
H 2.56072 0.67894 -0.69706 -1.7 -1.4 1.3 0.131
H -0.63259 2.34885 0.62377 1.6 -0.8 -0.5 0.099
H 0.98789 2.51506 -0.02921 1.9 2.3 -0.7 0.025
H 1.83598 -0.09432 0.81419 0.1 0.0 1.4 0.048
H 0.10386 -2.62073 0.33637 -0.6 1.2 0.6 0.083
H 0.78527 1.55283 1.46199 -0.4 0.1 -1.6 0.102
```
Positions in Å, forces in eV/Å.

Values from the calculation:
relative energy (zero: lowest compared OMol25 entry of this formula, charge and spin)	280.0	kJ/mol
orbital gap	9.61	eV
structure (SMILES)	CB(C#N)C(C)C

***

2.
The following is a DFT calculation (ωB97M-V/def2-TZVPD) of a gas-phase ion, C3H7N2O2 (charge +1) in a non-equilibrium geometry.

Geometry as XYZ:
```
14
Properties=species:S:1:pos:R:3:forces:R:3:lowdin_charge:R:1
O 1.26791 -0.32280 -2.23658 2.2 0.5 -0.6 0.035
O 0.76884 -2.54814 -1.79238 -0.4 0.3 -1.0 0.034
N -0.08433 0.17097 0.43346 2.3 -1.0 -2.1 -0.042
N 0.60695 -1.19151 -1.43679 0.1 -0.8 0.4 -0.200
C -0.45916 1.54668 0.49068 -1.7 0.7 -0.7 0.010
C 0.07212 -0.93912 -0.20266 1.6 -1.9 -1.7 0.050
C -0.69203 0.53995 1.59668 -2.7 1.2 1.7 -0.055
H -1.17122 1.84888 -0.27768 -0.5 -0.5 0.4 0.136
H 2.32654 -0.50895 -2.37009 -3.5 0.0 1.2 0.237
H 0.48198 -2.73463 -2.76930 0.3 1.2 2.3 0.193
H -0.11046 -1.91058 0.30898 -0.4 0.9 -0.3 0.195
H -1.70585 0.16501 1.85754 0.9 0.2 -0.3 0.156
H -0.00457 0.77222 2.38453 0.1 -0.4 0.7 0.130
H 0.09214 2.43018 0.74844 1.6 -0.4 -0.1 0.124
```
Positions in Å, forces in eV/Å.

Values from the calculation:
total charge	+1
relative energy (zero: lowest compared OMol25 entry of this formula, charge and spin)	556.7	kJ/mol
orbital gap	10.14	eV
structure (SMILES)	O[N+](O)=CN1CC1

***

3.
The following is a DFT calculation (ωB97M-V/def2-TZVPD) of C4H7FO in the gas phase in a non-equilibrium geometry.

Geometry as XYZ:
```
13
Properties=species:S:1:pos:R:3:forces:R:3:lowdin_charge:R:1
F -2.26349 -1.20396 0.06424 1.6 0.1 -0.9 -0.010
O 1.19809 -0.01239 -0.70722 -2.1 1.1 -0.8 -0.171
C -1.69605 1.04637 -0.11388 -0.9 1.4 1.7 -0.052
C 2.08786 -0.20385 0.32650 3.2 -1.0 -0.4 -0.143
C 0.10164 -0.84539 -0.48885 -2.7 2.0 0.2 -0.082
C -1.19503 -0.36980 -0.26797 2.1 -0.4 0.3 -0.249
H 3.08113 0.37175 0.12963 -1.8 -1.0 0.2 0.123
H -0.91304 1.90444 0.08260 -1.4 -2.1 -0.5 0.116
H 2.31065 -1.31780 0.30437 0.3 1.1 0.7 0.100
H -2.42294 1.38820 -0.88991 1.0 -0.4 0.0 0.076
H 1.69992 0.09206 1.28072 -0.3 0.1 0.6 0.077
H -2.46202 0.98874 0.78543 1.9 0.2 -1.3 0.110
H 0.47328 -1.83836 -0.50566 -0.7 -1.3 0.2 0.106
```
Positions in Å, forces in eV/Å.

Values from the calculation:
relative energy (zero: lowest compared OMol25 entry of this formula, charge and spin)	205.1	kJ/mol
orbital gap	10.02	eV
structure (SMILES)	CO/C=C(\C)F

***

4.
The following is a DFT calculation (ωB97M-V/def2-TZVPD) of 2 unconnected molecules or ions with the total composition C3H10N3O6 in a non-equilibrium geometry.

Geometry as XYZ:
```
22
Properties=species:S:1:pos:R:3:forces:R:3:lowdin_charge:R:1
O 3.17211 -1.36533 0.54204 -0.4 0.5 -1.4 0.156
O 2.92668 0.33529 -0.90884 -1.5 0.5 0.7 0.183
O 0.32230 1.49233 -1.03609 -0.4 -0.1 0.5 0.081
O 1.03324 1.96377 1.08128 1.2 2.6 1.1 0.121
O -2.97010 0.00741 0.74857 -1.1 -1.0 2.2 0.207
O -2.28631 0.82118 -1.10857 -1.2 -0.6 0.4 0.239
N -1.35996 -1.94361 -0.24974 3.3 0.7 0.7 0.069
N 1.17825 -0.22340 0.43684 0.4 0.2 0.8 0.203
N -0.87621 0.77654 0.81163 -1.1 0.4 -3.2 0.228
C 2.35148 -0.42308 0.02312 0.8 -0.2 0.6 -0.460
C 0.56413 1.03591 0.27044 -3.6 -1.0 -1.0 -0.630
C -1.99483 0.49384 0.10291 1.6 1.1 0.1 -0.491
H -1.73125 1.46698 -1.49185 1.8 1.1 -0.8 0.117
H -3.87220 0.16814 0.43724 0.3 0.0 -0.6 0.180
H -2.07556 -2.48362 -0.57632 -3.1 -1.6 -0.6 0.004
H 1.17216 1.55148 -1.45628 0.8 0.1 -0.7 0.102
H 3.75451 -0.01184 -1.16250 1.9 -0.7 -0.5 0.122
H 2.68272 -2.08807 0.95014 -0.2 0.2 0.3 0.138
H -0.78959 0.17166 1.57134 0.0 -0.8 1.9 0.128
H -1.17760 -2.18561 0.73128 -0.4 0.0 -0.4 0.060
H -0.59500 -2.42224 -0.73599 0.3 0.7 0.1 0.055
H 0.57105 2.86227 1.01937 0.7 -2.0 -0.2 0.188
```
Positions in Å, forces in eV/Å.

Values from the calculation:
total charge	+1
orbital gap	11.32	eV

***

5.
The following is a DFT calculation (ωB97M-V/def2-TZVPD) of 9 unconnected molecules or ions with the total composition C21H64BNO7 in a non-equilibrium geometry.

Geometry as XYZ:
```
94
Properties=species:S:1:pos:R:3:forces:R:3:lowdin_charge:R:1
O -3.48577 0.33317 -0.07734 -0.1 0.3 -0.3 -0.134
O 0.52330 1.67482 -2.86725 0.0 0.2 0.4 -0.086
O 4.04891 1.47645 3.24917 0.1 -0.2 -0.1 -0.085
O -4.23288 -0.83931 -2.49612 0.5 0.1 -0.2 -0.076
O 2.57498 2.40803 1.03657 -0.2 -0.5 -0.2 -0.094
O -0.96563 -3.32377 2.78702 0.5 0.0 -0.8 -0.092
O 3.06309 -1.17334 -0.86393 0.5 0.3 -0.4 -0.089
N 0.90578 0.46500 -0.28083 -0.3 0.2 0.2 0.273
C -1.26604 2.88128 -1.76216 0.7 -0.4 0.4 -0.030
C -5.60743 1.36356 -0.43920 -0.2 -0.3 -0.3 -0.057
C -0.29640 -4.30190 1.95328 -0.8 0.3 1.5 -0.482
C 2.04021 1.92677 4.53934 0.3 0.2 0.0 -0.045
C 3.86631 -3.34556 -1.48437 0.5 0.5 -0.5 -0.046
C 3.46063 -1.95797 -2.00494 -0.1 -1.1 0.2 -0.459
C -3.34821 -2.87071 -1.56838 0.2 0.0 0.0 -0.055
C -1.30783 -5.38456 1.64110 -0.3 0.2 -1.5 -0.064
C 3.76756 3.80046 -0.54772 -0.1 0.0 -0.4 -0.050
C 0.20425 3.98928 -3.52459 1.3 0.3 1.0 -0.052
C 3.15721 0.91542 4.25083 -0.5 1.0 -0.6 -0.449
C 1.84676 4.69598 0.87970 0.5 0.2 0.6 -0.037
C 2.59621 -0.35694 3.70026 0.2 -1.1 -0.1 -0.055
C -1.85697 -1.21735 -2.77182 0.7 0.5 -0.1 -0.062
C 2.24467 -2.01236 -2.92343 0.5 0.6 0.8 -0.039
C 0.26949 -3.63080 0.71290 0.5 -1.3 0.4 -0.058
C 3.02165 3.73213 0.78208 0.5 0.0 -0.2 -0.476
C -4.69719 0.72745 0.60122 0.7 -0.8 -0.7 -0.441
C -3.23609 -1.84310 -2.69350 -0.2 0.1 0.5 -0.476
C -5.32686 -0.53117 1.21187 -0.6 1.2 0.1 -0.041
C -0.46006 2.70988 -3.03019 -0.5 0.4 -1.3 -0.473
B -1.12212 -0.39019 1.72572 0.2 0.4 0.2 -0.403
H 0.57985 0.86026 -1.17104 0.4 0.1 0.0 0.076
H -0.53669 -3.10130 0.20791 0.3 0.4 -0.1 0.076
H 3.02590 -3.87247 -1.03868 -0.1 -0.1 -0.2 0.071
H -2.81253 0.05323 0.57272 -0.2 0.0 -0.2 0.001
H 2.47683 2.92334 4.65090 0.0 0.0 0.3 0.076
H -1.10771 2.36201 -3.84437 -0.3 0.0 0.2 0.135
H 4.14039 4.80645 -0.75290 -0.2 0.1 0.1 0.080
H 3.15495 1.97628 1.68723 0.0 0.2 0.2 0.056
H 1.07958 4.57208 0.11732 0.1 -0.2 -0.1 0.064
H -3.42145 -2.33863 -3.64997 -0.3 0.1 0.0 0.132
H -0.03844 -0.69461 2.01105 1.3 -0.5 0.4 -0.025
H -0.60158 3.07035 -0.91151 0.1 0.1 -0.1 0.073
H -6.05760 0.57394 -1.04624 0.1 0.0 0.0 0.076
H -2.12861 -4.88205 1.11494 -0.1 -0.1 0.2 0.077
H 0.05675 0.24394 0.30164 0.5 -0.6 -0.3 0.021
H 1.38604 4.59008 1.86266 -0.1 -0.1 -0.1 0.080
H -0.45042 4.82946 -3.74676 -0.3 -0.3 -0.2 0.084
H -1.23108 0.75808 1.88983 -0.2 1.4 0.5 -0.007
H -1.79588 1.95761 -1.52157 -0.3 0.2 -0.1 0.071
H -4.36157 1.45564 1.34423 -0.5 -0.1 0.3 0.139
H 2.07566 -1.01027 -3.31997 -0.2 0.0 0.0 0.072
H -4.59848 -1.03865 1.84041 -0.3 0.0 0.3 0.077
H -1.08753 -1.94564 -3.04419 -0.1 -0.1 0.0 0.071
H 2.23963 5.71506 0.84275 -0.1 0.0 -0.2 0.083
H -5.05865 1.99903 -1.13533 0.1 0.1 0.2 0.078
H 4.30602 -1.52559 -2.54650 0.1 0.3 0.3 0.136
H 1.45760 1.14166 0.26271 0.0 0.4 -0.3 0.088
H 4.65022 -3.25118 -0.72936 -0.1 0.1 0.1 0.078
H -6.44130 1.92601 -0.01891 0.2 0.1 0.2 0.078
H 1.32714 2.02278 3.71888 0.1 -0.3 -0.1 0.079
H -1.73426 -5.94010 2.47094 0.3 0.2 0.3 0.075
H 1.15067 -3.06663 1.01757 -0.3 0.7 -0.2 0.077
H 1.43990 -2.27893 -2.23507 -0.4 -0.2 -0.6 0.077
H -2.73878 -3.75572 -1.77033 0.0 0.0 0.0 0.075
H -0.93560 -2.46571 2.31415 -0.2 -0.4 0.6 -0.013
H 0.92151 3.82859 -4.33440 -0.5 -0.2 -0.4 0.078
H -1.93557 3.73673 -1.80599 -0.2 -0.1 -0.2 0.092
H -3.01336 -2.42953 -0.62661 0.0 0.0 0.0 0.068
H -1.22806 -0.52368 0.57610 -0.3 -0.7 -1.5 -0.043
H 0.95496 1.56068 -3.71898 0.0 -0.1 0.1 0.095
H -6.21826 -0.14795 1.72448 0.2 -0.4 0.6 0.081
H 4.64157 3.14721 -0.58137 -0.1 -0.1 0.2 0.076
H 3.77043 0.73811 5.13619 -0.2 -0.1 0.1 0.137
H 0.66812 -4.40678 0.04923 -0.2 0.0 -0.1 0.073
H 1.53914 -0.33076 -0.47924 -0.5 0.1 0.2 0.087
H -1.81568 -0.40009 -3.49844 -0.2 -0.2 -0.3 0.075
H 3.85814 -0.92518 -0.37851 -0.1 0.0 0.1 0.107
H 4.65852 2.07692 3.68824 0.0 0.0 0.0 0.097
H -1.90393 -1.01484 2.30241 -1.1 -0.5 0.6 -0.003
H 3.36256 -1.13686 3.65900 0.0 0.0 0.2 0.083
H 2.38672 -2.68923 -3.76008 -0.2 -0.3 0.1 0.088
H 3.76848 3.97409 1.54823 -0.3 0.2 0.2 0.135
H 3.11498 3.49882 -1.37170 -0.1 0.1 0.0 0.069
H -5.73451 -1.23737 0.48841 0.4 0.1 -0.4 0.077
H -4.38984 -3.15918 -1.43420 0.0 -0.1 -0.1 0.079
H 4.33246 -3.89474 -2.30541 -0.3 -0.3 0.0 0.083
H 0.87767 4.35899 -2.73727 -0.2 0.0 0.2 0.070
H 1.76701 -0.70705 4.31597 0.1 -0.1 0.0 0.097
H 0.47455 -4.71689 2.61594 0.3 0.0 -0.5 0.130
H -0.90076 -6.07428 0.89236 0.1 -0.2 0.3 0.073
H 1.48535 1.65674 5.43749 0.0 0.0 0.0 0.084
H 2.20149 -0.30666 2.68328 -0.1 0.6 0.1 0.063
H -3.91911 -0.33040 -1.71627 -0.3 -0.2 -0.1 0.040
H -1.51504 -0.73592 -1.84927 -0.4 -0.3 0.3 0.056
```
Positions in Å, forces in eV/Å.

Values from the calculation:
relative energy (zero: lowest compared OMol25 entry of this formula, charge and spin)	100.6	kJ/mol
orbital gap	9.02	eV